Record 1
DFT (ωB97M-V/def2-TZVPD) results for a molecular structure, C24H30MoN2P2 in a non-equilibrium geometry.

Structure (XYZ):
```
59
Properties=species:S:1:pos:R:3:lowdin_spin:R:1
H 2.46436 2.16067 0.15046 0.003
H 0.93107 -3.60330 -1.69084 0.000
H -2.47858 -1.40758 6.04916 0.001
C 1.76347 -2.96317 0.98138 -0.005
H -1.00836 -3.04827 4.78027 0.000
N -0.63587 -0.41318 2.69819 0.033
H -1.33024 1.50466 3.07268 0.002
H -2.24003 0.25393 -2.08114 -0.001
P 0.29711 -2.22036 0.17015 0.035
C -2.11427 2.64167 0.86163 -0.001
C 4.14804 -0.04716 -2.45429 0.010
H -4.33294 0.63515 0.29855 0.000
C 1.44933 2.47739 -2.25520 0.000
H -3.42259 -0.94305 0.26473 0.000
H 3.21679 -3.34256 -2.27013 0.000
H 1.72165 -2.84851 2.07105 0.000
C 1.17135 3.78435 -2.73066 0.011
H -3.46607 0.02391 1.78728 0.000
C -2.16381 1.25350 -1.61196 0.020
C -1.33365 0.48377 3.44046 0.024
C -1.10867 -3.32191 0.49353 0.012
H -2.11109 2.61305 1.95581 0.000
H -0.20335 -2.30831 -2.18025 0.000
H -1.24460 3.23297 0.54683 0.000
H 2.02558 1.60651 0.60004 0.006
C -1.94023 -1.12560 5.14495 0.020
H -0.81441 -4.32868 0.15723 0.001
C 0.70712 -2.52876 -1.59796 0.009
C 1.79239 -0.25221 -1.85220 0.018
C 4.24816 -1.43004 -2.49256 -0.002
C 0.34062 1.62989 -1.95954 0.013
H 1.82737 -4.02848 0.72138 -0.001
C 2.92336 0.57817 -2.11213 0.003
H 4.98485 0.60457 -2.70820 0.000
C -1.22470 3.41345 -2.52057 0.008
C -3.45719 0.07903 0.68407 0.001
C -0.50902 -1.63288 3.27130 0.024
C -1.13658 -2.02182 4.45221 -0.002
H -1.33679 -3.29266 1.57290 0.000
H 2.02976 4.38901 -3.02189 0.000
H -0.34155 5.24765 -3.22052 0.000
N 0.61349 0.36488 -1.41578 0.002
H 3.60090 2.64828 -2.07913 0.001
C -2.02480 0.15197 4.60440 -0.002
H 0.11964 -2.34548 2.74126 0.002
H 5.18829 -1.91210 -2.75828 0.000
C -0.13759 4.24177 -2.85012 -0.004
H -2.25854 3.79112 -2.59434 0.000
H -2.64319 0.91986 5.05363 0.000
H -1.97469 -2.94946 -0.08078 0.000
C -0.99256 2.11133 -2.06505 0.000
H -3.03950 3.12336 0.51442 -0.001
P -1.93161 0.93906 0.20094 0.034
Mo 0.08372 0.00819 0.57667 1.676
H 2.65943 -2.43477 0.63024 0.000
C 2.74500 1.97340 -2.03759 0.043
H -3.13387 1.77412 -1.73219 0.002
C 3.13309 -2.24684 -2.24348 0.009
C 1.90503 -1.66350 -1.93104 0.000
```

Summary:
**⟨S²⟩**: 2.02
**Total charge**: +2
**Kohn-Sham gap (spin up / spin down)**: 6.1255 / 5.9729 eV
**2S+1**: 3
**HOMO energy (spin up / spin down)**: -0.492 / -0.489 Ha


Record 2
DFT (ωB97M-V/def2-TZVPD) results for C24H30N2O3 in the gas phase in a non-equilibrium geometry.

Structure (XYZ):
```
59
Properties=species:S:1:pos:R:3:lowdin_charge:R:1
H 0.61588 2.78983 -1.52336 0.131
H 2.00783 -0.43857 0.36413 0.127
O 5.11368 1.02883 -0.14603 0.111
H -5.60356 -2.70919 -1.41499 0.088
C -1.74477 1.48331 -1.41499 -0.140
C -3.47190 1.15054 0.36684 -0.042
C 0.23167 0.32972 -0.56709 -0.296
C -2.98660 0.81443 -0.88670 -0.230
H 7.19162 0.67012 -1.94461 0.115
H -6.59986 -1.44245 -2.10583 0.086
C 6.98238 -0.12619 -1.24842 0.001
C 1.33472 0.41136 0.49160 -0.141
H 1.76572 3.68589 0.43769 0.123
C 4.56164 -0.54505 1.36208 0.039
H -5.09912 -1.91939 -2.92096 0.078
O -6.41547 -1.05878 0.53805 -0.084
C -3.68368 -0.12734 -1.63499 -0.014
C 7.71619 -1.29562 -1.23378 -0.092
H -1.43639 1.02143 -2.36643 0.130
O -2.20938 -2.16777 0.87946 -0.054
C -1.16823 -1.22037 0.92884 -0.263
H 8.52509 -1.42163 -1.93760 0.100
N 2.09850 1.63435 0.34989 -0.153
C -6.90734 -0.80196 1.82911 -0.083
H -2.89412 -1.83458 0.28678 0.057
H -4.95495 0.82752 1.85879 0.105
H -3.33025 -0.39001 -2.62339 0.122
H -0.45305 -1.62241 1.64939 0.118
H 8.03765 -3.21811 -0.35339 0.098
H -2.94596 1.88818 0.95328 0.119
H 2.93034 1.49284 2.30611 0.136
C -5.29134 -0.40303 0.12745 -0.243
C 5.66158 -1.03998 0.59766 -0.158
C 3.23415 1.68119 1.26076 -0.117
C 7.43683 -2.32101 -0.32835 -0.098
C -4.60902 0.54689 0.87669 -0.005
H 0.87745 0.35323 1.49407 0.132
H -6.16772 -1.04973 2.59727 0.098
C 5.95576 -0.01433 -0.32426 -0.209
H 6.20344 -3.00519 1.28976 0.110
C -0.50407 -1.00829 -0.43762 -0.113
H -1.27683 -1.07354 -1.20414 0.098
H -7.21598 0.24260 1.94349 0.096
H -1.54482 -0.25923 1.29907 0.103
C 1.20248 2.75478 0.53651 -0.182
H 0.72653 2.73184 1.53351 0.130
H 3.66712 2.68301 1.19346 0.132
C 6.41654 -2.21061 0.59102 -0.030
C 4.27920 0.69039 0.87325 -0.241
H -0.54688 3.55683 -0.40600 0.121
H -2.00027 2.52583 -1.63253 0.126
N -0.65647 1.48332 -0.43943 -0.122
H 4.06084 -1.04428 2.16677 0.120
H -7.77695 -1.44696 1.94633 0.094
C -4.82628 -0.74167 -1.15354 -0.208
H 0.72383 0.35110 -1.56089 0.155
C 0.12534 2.70504 -0.53748 -0.176
H 0.20798 -1.81349 -0.62794 0.123
C -5.57070 -1.76364 -1.95442 -0.030
```

Summary:
**SMILES**: COc1ccc(CN2CCN(Cc3cc4ccccc4o3)C[C@H]2CCO)cc1C
**Total charge**: 0
**Kohn-Sham gap**: 9.1691 eV
**HOMO energy**: -0.306 Ha


Record 3
DFT (ωB97M-V/def2-TZVPD) results for C24H30N2O3 in the gas phase in a non-equilibrium geometry.

Structure (XYZ):
```
59
Properties=species:S:1:pos:R:3:lowdin_charge:R:1
H 1.36842 -0.05189 3.61854 0.107
N -0.54758 -3.16575 1.64171 -0.159
C 2.13781 3.46971 -0.76893 -0.194
C -4.20901 -2.31287 -2.55064 0.001
C 0.46262 0.06140 -1.00358 -0.131
C 0.18083 0.59288 1.92188 -0.110
C -0.26799 -0.68992 1.20239 -0.281
N 0.56701 -0.97937 0.02831 -0.133
H -1.31430 -0.53650 0.87399 0.132
H 6.11781 3.32407 -1.40321 0.095
C -2.84980 -2.77047 0.68171 -0.236
H -0.79479 -2.23392 -1.00224 0.119
H -0.91269 -1.65805 3.02079 0.135
H -1.96660 -4.60202 1.26197 0.132
C 1.77205 4.92069 -0.72310 -0.035
H -0.58722 0.86520 2.64911 0.122
H 1.88055 1.48220 2.89979 0.116
C 3.83998 1.75920 -0.77255 -0.002
O 2.52593 -0.18600 1.93846 -0.080
C -3.80362 -2.30734 -1.22616 -0.214
H 1.30407 -3.50081 0.82652 0.127
H 2.23925 5.45024 -1.55192 0.085
H -5.41114 -1.27743 -3.97009 0.101
H 6.25524 4.78588 -0.39621 0.093
H 0.25163 1.40038 1.19567 0.090
H 2.14239 5.37004 0.19703 0.085
C 1.51716 0.47354 2.66272 -0.260
H 0.78382 -1.95895 2.59323 0.124
C -4.23897 -1.32872 -0.30972 -0.158
H -2.33372 -3.49264 2.60111 0.131
C 5.74733 3.82834 -0.50428 -0.087
C -3.60170 -1.66479 0.92322 0.030
C 1.51827 1.13099 -0.89547 -0.228
C 3.49041 3.10082 -0.71222 -0.232
H 4.87332 1.45380 -0.74064 0.105
C 2.85975 0.78760 -0.87009 -0.039
H -0.02969 -4.33754 0.00206 0.125
H 0.69459 5.05245 -0.77705 0.076
C 0.27065 -3.40120 0.47548 -0.149
H 0.58926 -0.42483 -1.97672 0.127
H -0.54096 0.51630 -0.99939 0.132
C -0.23080 -1.87111 2.19536 -0.124
O 4.37945 4.13293 -0.60757 -0.088
H -6.18573 0.43429 -2.40603 0.099
C -1.94199 -3.55555 1.58108 -0.104
H -5.45003 0.43122 -0.04601 0.110
O -2.96659 -3.17894 -0.61483 0.080
H 5.95620 3.20674 0.37238 0.097
H 0.13628 2.76726 -0.90312 0.120
H 2.10924 -0.59268 1.15924 0.041
C -5.10786 -0.32632 -0.73467 -0.028
H -3.69629 -1.14918 1.85767 0.123
H 3.14766 -0.25117 -0.91911 0.120
H 0.92674 -2.48798 -1.35059 0.125
C -5.07073 -1.30893 -2.94617 -0.090
C 1.17873 2.47887 -0.85906 -0.012
H -3.86253 -3.07091 -3.23490 0.116
C -5.51221 -0.33206 -2.05188 -0.096
C 0.21006 -2.27120 -0.55327 -0.152
```

Summary:
**SMILES**: COc1ccc(CN2CCN(Cc3cc4ccccc4o3)C[C@H]2CCO)cc1C
**Total charge**: 0
**Kohn-Sham gap**: 8.7884 eV
**HOMO energy**: -0.296 Ha


Record 4
DFT (ωB97M-V/def2-TZVPD) results for C24H30N2O4 in the gas phase.

Structure (XYZ):
```
60
Properties=species:S:1:pos:R:3:lowdin_charge:R:1
H 1.42634 -4.01053 -0.88376 0.093
H -0.81695 -2.80503 -4.23064 0.103
H -1.86149 0.13885 3.09912 0.117
C -1.33909 -0.65979 -1.67526 -0.042
C 1.02862 -0.63821 2.84005 -0.017
C 2.07120 -1.29023 -1.54041 -0.184
C 1.60625 1.10607 -2.16650 -0.442
C 1.43632 0.02657 0.18648 -0.096
H 0.87313 2.02071 0.71125 0.113
H -1.93948 -3.62932 -0.19511 0.108
H -3.37827 0.27978 -0.23532 0.112
O 1.18105 2.24585 -1.58121 -0.020
H 1.62712 -2.62592 2.35063 0.104
C 2.44740 -1.85875 -2.85594 0.007
C -1.67539 -1.56010 -0.67013 -0.222
H -1.07212 -0.58087 1.08972 0.085
H -0.58800 4.22397 -3.64483 0.076
C -1.37888 -3.36359 -2.24103 -0.097
O -1.85869 2.07303 4.97544 -0.018
H -4.00297 -0.47636 1.24052 0.116
C -0.56629 2.56823 2.98902 -0.137
H -3.49740 0.74535 3.41335 0.129
C 1.63977 -1.29433 0.64589 -0.170
H -1.30607 0.39491 -1.44675 0.118
H -0.52689 2.45687 -3.68882 0.070
H 1.72583 3.36118 -3.22471 0.121
N -2.66826 1.16493 1.48743 -0.066
H 3.17832 -3.72418 -0.93498 0.095
H 1.09451 4.24276 -1.79957 0.124
C -3.10812 -0.02688 0.77748 -0.205
C -2.53765 0.97901 2.92053 -0.175
C -1.94819 2.23587 3.58290 -0.350
H -3.31935 1.92523 1.31211 0.118
H -0.20002 3.50413 3.42327 0.135
H -1.18178 3.28225 -2.26654 0.075
N 2.02610 -2.06480 -0.42561 -0.033
H 0.86572 -0.85495 3.88452 0.117
C 1.72294 0.01298 -1.21846 -0.043
C 0.78387 0.66992 2.38988 -0.276
C -1.05423 -2.45798 -3.23543 -0.104
C 0.96654 3.36324 -2.43533 -0.216
H 1.78598 -2.68488 -3.11515 0.079
C -1.68730 -2.91553 -0.96745 -0.047
H 2.34254 -3.81961 0.62341 0.086
H -0.66548 2.67044 1.90846 0.108
H -2.19676 -1.91353 1.36690 0.116
C 1.45724 -1.62596 1.98148 -0.005
C -1.03419 -1.10294 -2.94816 -0.076
O 0.35200 1.55183 3.34994 -0.054
C -0.42728 3.33004 -3.04874 -0.059
C -1.97327 -1.06698 0.71600 -0.126
H -1.39532 -4.42304 -2.45707 0.100
H 2.36906 -1.08344 -3.61127 0.076
H 3.47189 -2.23211 -2.83597 0.092
H -2.61880 3.08687 3.41607 0.151
C 2.25566 -3.48096 -0.40601 -0.001
C 1.01465 1.01618 1.07042 0.056
H -0.76321 -0.39498 -3.71680 0.105
O 1.84629 1.03634 -3.35424 0.083
H -1.07657 1.52976 5.14314 0.094
```

Summary:
**SMILES**: CCOC(=O)c1c(C)n(C)c2ccc(OC[C@H](O)CNCCc3ccccc3)cc12
**Total charge**: 0
**Kohn-Sham gap**: 8.6329 eV
**HOMO energy**: -0.291 Ha